# C39H62N3O12PS2

A molecular structure, C39H62N3O12PS2 (ωB97M-V/def2-TZVPD, the Open Molecules 2025 dataset).

For the total energy, the calculation gives -3728.0419 hartree. The value obtained for the molar mass is 860.0 g mol⁻¹. The value obtained for the orbital gap is 6.656 eV. The value obtained for the highest occupied orbital energy is -8.03 eV. Its LUMO energy is -1.4 eV.

Each line ends with the Mulliken charge.
CARTESIAN COORDINATES (ANGSTROEM)
C -4.620 0.586 1.768  -0.4369
O -4.853 1.346 0.571  -0.2773
C -6.266 1.527 0.372  -0.5061
C -6.595 1.416 -1.159  -0.9166
C -6.138 0.062 -1.844  -0.2812
C -6.010 -1.173 -0.861  -0.1147
C -6.287 -2.545 -1.645  -0.9884
C -4.965 -3.336 -1.975  -1.0058
C -4.150 -2.712 -3.200  0.1193
C -3.382 -3.843 -3.987  -1.2129
C -2.031 -3.358 -4.654  0.3770
C -2.194 -2.152 -5.655  -0.6776
C -0.803 -1.434 -6.015  -0.6590
C -0.858 0.044 -5.430  -0.8405
C 0.506 0.629 -4.949  -0.4800
C 1.382 0.069 -3.939  -0.1521
C 0.979 -1.276 -3.266  1.3209
C 1.034 -1.273 -1.689  -0.3253
O 0.965 -0.265 -1.033  -0.5439
N 1.194 -2.586 -1.033  0.1314
C 0.343 -3.616 -1.674  -0.9229
C 2.597 -3.073 -1.142  -0.5388
C 2.676 0.808 -3.585  0.0589
S 3.863 0.142 -2.347  -0.1247
C 3.076 2.084 -4.186  0.0969
P 4.643 2.980 -3.678  0.2673
O 6.012 1.993 -3.800  -0.4643
O 4.936 4.309 -4.674  -0.4501
C 2.208 2.721 -5.249  0.2632
N 2.378 3.877 -5.951  -0.6094
S 1.072 3.995 -6.975  0.1375
N 0.253 2.621 -6.547  -0.5940
C 0.947 1.935 -5.577  0.6063
H -5.195 1.017 2.631  0.3031
H -4.975 -0.472 1.628  0.2380
H -3.516 0.567 1.991  0.0199
H -6.880 0.841 1.021  0.3824
H -6.509 2.580 0.722  0.3653
H -7.687 1.647 -1.347  0.2995
H -6.028 2.252 -1.671  0.2978
H -5.123 0.235 -2.297  0.0510
H -6.866 -0.219 -2.654  0.3382
H -6.726 -1.097 0.009  0.3752
H -4.970 -1.229 -0.445  0.0776
H -6.880 -2.351 -2.586  0.4178
H -6.958 -3.147 -0.961  0.3109
H -5.275 -4.406 -2.183  0.4651
H -4.350 -3.369 -1.030  0.2635
H -4.934 -2.273 -3.879  0.3510
H -3.469 -1.931 -2.753  0.0528
H -3.107 -4.638 -3.225  0.4468
H -4.036 -4.368 -4.738  0.3166
H -1.298 -3.190 -3.822  -0.5824
H -1.642 -4.245 -5.245  0.3832
H -2.643 -2.587 -6.599  0.4266
H -2.954 -1.426 -5.260  0.2872
H 0.068 -2.045 -5.667  0.4155
H -0.803 -1.354 -7.139  0.3817
H -1.654 0.155 -4.633  0.2766
H -1.213 0.703 -6.277  0.4666
H -0.100 -1.479 -3.541  -0.6798
H 1.558 -2.162 -3.660  0.5102
H -0.750 -3.358 -1.670  0.1202
H 0.678 -3.908 -2.719  0.4180
H 0.471 -4.558 -1.059  0.4625
H 3.309 -2.314 -1.554  0.0647
H 2.980 -3.369 -0.123  0.2723
H 2.662 -3.981 -1.817  0.3119
H 4.656 -0.719 -3.093  0.1948
H 5.792 1.069 -4.013  0.3168
H 5.897 4.488 -4.588  0.3065
O -3.947 -0.647 5.124  -0.6036
C -2.767 -0.596 4.902  0.5470
O -2.131 -1.360 3.973  -0.3582
C -0.715 -1.124 4.049  -0.6150
C -0.574 0.232 4.704  0.8562
C -1.773 0.276 5.629  -0.5231
H -0.260 -1.922 4.642  0.2795
H -0.286 -1.142 3.047  0.3773
H 0.378 0.365 5.216  0.0884
H -0.664 1.016 3.951  -0.5252
H -1.553 -0.169 6.601  0.1969
H -2.154 1.289 5.747  0.3204
O 7.954 -2.266 1.851  -0.5879
C 7.231 -1.318 1.730  0.4587
O 5.908 -1.331 2.043  -0.3649
C 5.316 -0.075 1.677  0.1540
C 6.467 0.908 1.624  -0.5145
C 7.622 0.031 1.175  -0.3242
H 4.824 -0.191 0.708  -0.2344
H 4.571 0.209 2.420  0.2870
H 6.278 1.757 0.967  0.3527
H 6.669 1.297 2.626  0.2613
H 7.684 -0.036 0.087  0.2107
H 8.569 0.366 1.593  0.2962
O 0.801 0.254 8.041  -0.5675
C 1.977 0.302 7.814  0.5473
O 2.598 -0.468 6.881  -0.3659
C 4.014 -0.243 6.938  -0.3057
C 4.176 1.116 7.588  -0.4783
C 2.984 1.169 8.529  -0.4186
H 4.470 -1.043 7.528  0.2685
H 4.429 -0.267 5.931  0.2201
H 5.136 1.243 8.087  0.3395
H 4.082 1.901 6.833  0.2353
H 3.211 0.724 9.500  0.2646
H 2.611 2.184 8.649  0.2891
O 2.032 4.410 4.516  -0.6089
C 1.217 4.248 3.651  0.3611
O 0.466 3.122 3.524  -0.2640
C -0.325 3.206 2.327  -0.1082
C -0.422 4.686 2.018  -0.6444
C 0.904 5.213 2.534  -0.3384
H 0.181 2.648 1.535  0.2129
H -1.304 2.760 2.503  0.1478
H -0.598 4.894 0.962  0.3523
H -1.241 5.131 2.589  0.2858
H 1.690 5.150 1.779  0.2583
H 0.815 6.231 2.910  0.3001

Atoms 1-2, force components in eV/Å:
C 0.0675 -0.2822 0.2347
O -0.6238 -0.7077 0.6354